[1]
ORCA calculation (the ωB97M-V functional and the def2-TZVPD basis) on a single C4H11NOS molecule.

## Properties
Molecular weight, g mol⁻¹: 121.20
SMILES: N[C@H](CO)CCS
Maximum force, eV/Å: 3.7
DFT total energy, Eh: -687.13488
Spin multiplicity: 1
Kohn-Sham gap, eV: 10.11
HOMO, eV: -9.41

Geometry (Å):
S  -2.638  1.154  0.246
O  2.718  1.037  0.435
N  0.594  0.810  -1.391
C  -0.582  -0.839  0.327
C  0.460  0.255  0.103
C  1.845  -0.106  0.641
C  -1.950  -0.548  -0.284
H  0.786  -0.090  -1.963
H  1.701  -0.470  1.704
H  -1.821  -0.591  -1.394
H  -2.452  -1.453  0.137
H  2.441  -0.915  0.151
H  -0.273  1.355  -1.507
H  0.270  1.195  0.662
H  -0.564  -1.102  1.392
H  -2.804  0.788  1.516
H  -0.228  -1.717  -0.267
H  2.496  1.239  -0.508

[2]
ORCA calculation (the ωB97M-V functional and the def2-TZVPD basis) on a molecular structure, C38H38F6N2O6Ti.

## Properties
Molecular weight, g mol⁻¹: 780.59
Maximum force, eV/Å: 2.3
DFT total energy, Eh: -3480.63106
Spin multiplicity: 1
Kohn-Sham gap, eV: 7.74
HOMO, eV: -8.02

Geometry (Å):
Ti  0.739  -0.088  -1.121
F  1.347  -0.753  -6.123
F  0.500  1.853  -5.884
F  1.815  2.583  -4.303
F  2.980  0.414  -5.274
F  -0.319  2.423  -3.952
F  2.384  -1.464  -4.358
O  -0.196  1.491  -1.027
O  -0.065  -1.872  2.240
O  1.421  0.408  -2.750
O  0.501  -3.903  -3.059
O  0.361  -1.745  -1.640
O  0.121  -2.084  4.412
N  -0.389  -0.437  0.414
N  -1.069  0.694  0.908
C  -0.854  -1.637  1.030
C  -0.141  -2.877  -1.088
C  -1.994  5.237  -0.366
C  -4.681  2.315  4.389
C  -1.747  3.387  1.697
C  5.150  0.906  -2.894
C  2.802  1.578  0.016
C  0.751  -5.094  -3.789
C  -0.453  -0.330  -4.205
C  -2.943  -1.006  3.684
C  -0.902  1.672  0.107
C  3.895  -0.613  -1.320
C  -0.962  -5.282  0.006
C  2.527  0.267  0.451
C  -1.247  0.698  4.014
C  -1.551  3.947  -0.637
C  3.642  1.753  -1.067
C  -2.185  4.676  1.970
C  0.728  1.833  -4.557
C  0.202  1.115  4.095
C  1.919  -0.364  -4.972
C  -0.498  -1.613  3.501
C  2.257  2.764  0.770
C  -1.426  3.023  0.393
C  -3.358  -2.447  3.466
C  -0.403  -5.261  -1.276
C  -3.924  -0.040  3.901
C  2.880  -2.248  0.301
C  -0.019  -4.057  -1.825
C  -2.305  5.607  0.939
C  -3.600  1.277  4.183
C  -0.707  -2.890  0.173
C  3.068  -0.844  -0.228
C  -2.251  1.622  4.251
C  0.897  0.373  -4.060
C  -1.611  -0.622  3.714
C  4.207  0.671  -1.740
C  -1.121  -4.112  0.712
H  -4.305  3.173  4.951
H  -1.548  -4.137  1.706
H  6.109  1.283  -2.527
H  -3.798  -2.594  2.475
H  3.870  2.763  -1.401
H  -1.143  0.060  -3.472
H  3.745  -2.522  0.906
H  -0.153  -5.697  -3.897
H  -0.264  -6.187  -1.821
H  0.715  0.585  4.896
H  -2.634  6.618  1.155
H  3.066  3.284  1.288
H  -4.109  -2.738  4.201
H  1.527  -5.694  -3.309
H  0.732  0.880  3.164
H  0.286  2.186  4.275
H  -5.534  1.898  4.929
H  1.786  3.475  0.087
H  -0.853  -0.152  -5.199
H  -1.886  -1.502  1.324
H  -2.516  -3.132  3.571
H  -2.428  4.961  2.991
H  -1.301  3.649  -1.649
H  -5.049  2.682  3.426
H  -0.334  -1.394  -4.052
H  1.514  2.461  1.508
H  -1.271  -6.227  0.441
H  -2.096  5.955  -1.173
H  5.334  -0.013  -3.451
H  4.740  1.649  -3.583
H  2.799  -2.967  -0.515
H  1.090  -4.784  -4.770
H  4.313  -1.464  -1.848
H  -1.648  2.646  2.485
H  -4.973  -0.337  3.858
H  2.003  -2.336  0.933
H  -1.977  2.648  4.491
H  2.021  0.116  1.383

[3]
ORCA calculation (the ωB97M-V functional and the def2-TZVPD basis) on a single C22H26N4O4S2 molecule.

## Properties
Molecular weight, g mol⁻¹: 474.61
SMILES: CCCCCNC(=O)c1ccc2c(=O)[nH]c3c(C(=O)NC[C@H]4CCCO4)sc(=S)n3c2c1
Maximum force, eV/Å: 1.2
DFT total energy, Eh: -2170.38819
Spin multiplicity: 1
Kohn-Sham gap, eV: 7.64
HOMO, eV: -8.21

Geometry (Å):
S  2.320  -1.019  -0.887
S  -0.522  -1.475  -0.292
O  1.573  4.854  0.404
O  6.825  -2.127  -0.317
O  4.791  2.090  -0.712
O  -5.019  2.595  -0.422
N  -4.368  0.552  0.298
N  2.239  2.802  -0.258
N  0.743  0.947  -0.372
N  5.231  -0.060  -1.282
C  6.191  -2.485  0.898
C  -5.666  -0.077  0.202
C  -2.710  2.266  0.025
C  -5.648  -1.216  -0.818
C  0.718  -0.423  -0.504
C  2.013  1.483  -0.472
C  1.284  3.714  0.132
C  3.001  0.586  -0.772
C  7.008  -0.289  1.185
C  -7.035  -1.809  -1.071
C  -4.144  1.830  -0.069
C  -0.083  3.160  0.139
C  6.665  0.067  -1.332
C  7.316  -0.792  -0.233
C  -1.668  1.389  -0.240
C  -0.346  1.812  -0.154
C  6.803  -1.584  1.968
C  -7.697  -2.448  0.151
C  -2.444  3.596  0.343
C  -6.901  -3.612  0.730
C  4.414  0.939  -0.911
C  -1.139  4.034  0.386
H  8.398  -0.823  -0.416
H  -6.944  -2.566  -1.854
H  7.814  0.325  1.580
H  7.019  -0.270  -2.310
H  -5.958  -3.275  1.152
H  -7.688  -1.020  -1.448
H  -4.963  -1.996  -0.480
H  -5.263  -0.825  -1.762
H  -3.270  4.263  0.529
H  6.368  -3.548  1.065
H  7.762  -1.988  2.292
H  6.915  1.119  -1.189
H  -6.369  0.700  -0.107
H  -1.882  0.380  -0.544
H  -7.856  -1.694  0.924
H  -3.599  -0.032  0.583
H  -8.681  -2.811  -0.153
H  5.106  -2.315  0.824
H  4.874  -1.000  -1.377
H  3.230  3.070  -0.335
H  -7.468  -4.100  1.520
H  -6.689  -4.348  -0.043
H  6.154  -1.465  2.832
H  6.091  0.302  1.180
H  -0.893  5.063  0.602
H  -5.954  -0.449  1.189

[4]
ORCA calculation (the ωB97M-V functional and the def2-TZVPD basis) on 2 unconnected molecules or ions with the total composition C6H12S2.

## Properties
Molecular weight, g mol⁻¹: 148.30
Maximum force, eV/Å: 3.5
DFT total energy, Eh: -1032.04666
Spin multiplicity: 1
Kohn-Sham gap, eV: 8.66
HOMO, eV: -8.52

Geometry (Å):
S  -3.361  -1.729  0.283
S  -2.171  0.897  -0.589
C  1.563  1.044  1.159
C  -3.799  1.450  -0.086
C  -2.042  -0.732  -0.311
C  2.143  -0.025  0.245
C  3.199  -0.753  0.618
C  1.450  -0.159  -1.042
H  0.592  -0.988  -1.085
H  1.063  0.579  1.950
H  -4.602  1.300  -0.868
H  3.525  -0.774  1.665
H  0.767  1.644  0.621
H  -3.709  2.555  0.146
H  2.259  -0.390  -1.783
H  2.477  1.788  1.466
H  -2.748  -2.871  0.524
H  3.676  -1.571  0.067
H  -3.957  0.876  0.826
H  0.937  0.771  -1.369

[5]
ORCA calculation (the ωB97M-V functional and the def2-TZVPD basis) on 2 unconnected molecules or ions with the total composition CH6SSi.

## Properties
Molecular weight, g mol⁻¹: 78.21
Maximum force, eV/Å: 2.7
DFT total energy, Eh: -729.21057
Spin multiplicity: 1
Kohn-Sham gap, eV: 8.06
HOMO, eV: -8.39

Geometry (Å):
S  1.315  -0.920  -1.496
Si  -0.786  0.057  0.776
C  0.155  0.156  -0.860
H  0.230  -0.563  1.774
H  -0.156  0.683  -1.788
H  -2.081  -0.711  0.958
H  0.960  1.556  0.313
H  1.607  -1.675  -0.411
H  -1.244  1.416  0.734

[6]
ORCA calculation (the ωB97M-V functional and the def2-TZVPD basis) on 7 unconnected molecules or ions with the total composition C24H51NO20S5.

## Properties
Molecular weight, g mol⁻¹: 833.99
Total charge: -1
Maximum force, eV/Å: 7.9
DFT total energy, Eh: -4495.25387
⟨S²⟩: 0.760
Spin multiplicity: 2
Kohn-Sham gap (alpha / beta), eV: 2.99 / 7.04
HOMO (alpha / beta), eV: -0.99 / -5.04

Geometry (Å):
S  -0.474  -2.028  -2.153
S  -1.639  3.449  -2.302
S  3.331  5.726  3.946
S  -6.142  -3.526  -1.015
S  0.517  -5.217  1.960
O  2.416  7.119  3.890
O  1.345  -4.948  3.192
O  -5.835  -5.076  -0.459
O  0.650  2.661  1.574
O  -1.954  -2.161  -2.118
O  7.228  2.263  1.585
O  -1.185  2.602  -1.183
O  0.418  -2.948  -1.487
O  7.127  0.018  2.119
O  5.476  0.988  0.785
O  0.150  -6.858  1.894
O  3.933  5.619  2.634
O  -0.612  3.234  -3.595
O  -0.635  -4.441  1.532
O  -7.549  -3.359  -1.374
O  -5.480  -2.616  -0.086
O  4.083  5.832  5.201
O  0.064  -1.949  -3.733
O  -2.983  3.332  -2.766
O  1.680  0.835  1.078
N  0.694  1.459  1.347
C  -0.218  2.777  -5.651
C  6.673  0.994  1.597
C  -0.588  -7.141  -0.411
C  8.389  2.517  2.338
C  -0.638  0.701  1.594
C  -0.834  3.830  -4.792
C  -0.723  -1.221  -4.721
C  -4.689  -4.811  1.581
C  -0.559  -0.572  2.248
C  1.735  -5.100  0.510
C  -2.999  -0.697  2.019
C  2.085  4.368  4.157
C  4.820  -0.304  0.588
C  -1.110  5.149  -1.986
C  -0.951  -7.281  1.103
C  2.998  8.369  4.264
C  -3.043  0.575  1.450
C  -1.813  -1.212  2.445
C  -0.079  -0.238  -1.752
C  -1.872  1.268  1.275
C  -5.268  -3.614  -2.650
C  -1.673  -2.298  -5.280
C  -4.579  -5.333  0.160
C  2.086  9.498  3.883
H  -0.442  0.482  -2.485
H  -3.965  1.016  1.101
H  3.241  8.376  5.326
H  -1.075  -7.973  -0.919
H  -2.443  -2.607  -4.573
H  -3.737  -4.816  -0.299
H  -0.982  5.591  -2.975
H  -3.963  -4.044  1.853
H  2.408  -5.957  0.482
H  1.237  9.551  4.565
H  -4.189  -3.656  -2.500
H  3.957  -0.131  -0.054
H  -2.279  -1.790  -6.030
H  8.627  3.560  2.125
H  -1.016  -8.339  1.358
H  -5.665  -2.745  -3.175
H  -0.267  3.107  -6.689
H  1.742  9.597  2.854
H  -3.828  -1.305  2.347
H  -1.840  -2.175  2.935
H  2.252  -4.140  0.527
H  -0.277  4.750  -4.968
H  2.451  10.482  4.179
H  3.853  8.483  3.597
H  -0.619  -0.079  -0.818
H  8.292  2.582  3.422
H  0.467  -7.198  -0.681
H  -1.910  3.941  -4.927
H  1.455  4.333  3.268
H  -1.247  -3.193  -5.734
H  -0.072  -0.707  -5.428
H  -0.175  5.168  -1.427
H  1.582  4.573  5.101
H  -0.645  1.777  -5.569
H  -1.870  5.569  -1.327
H  -4.814  -5.635  2.283
H  -1.945  2.270  0.880
H  -4.356  -6.398  0.225
H  -5.456  -4.574  -3.131
H  4.579  -0.766  1.546
H  -0.898  -6.219  -0.901
H  2.801  3.546  4.144
H  -1.372  -0.462  -4.284
H  1.110  -5.204  -0.376
H  0.838  2.510  -5.627
H  0.399  -1.033  2.439
H  0.997  -0.177  -1.592
H  -5.502  -4.130  1.837
H  5.465  -1.054  0.131
H  9.191  1.835  2.056
H  -1.869  -6.826  1.474

[7]
ORCA calculation (the ωB97M-V functional and the def2-TZVPD basis) on a molecular structure, C6H14GdO4.

## Properties
Molecular weight, g mol⁻¹: 307.42
Total charge: +1
Maximum force, eV/Å: 4.1
DFT total energy, Eh: -1302.98883
⟨S²⟩: 16.119
Spin multiplicity: 8
Kohn-Sham gap (alpha / beta), eV: 5.38 / 7.99
HOMO (alpha / beta), eV: -9.70 / -13.48

Geometry (Å):
Gd  0.408  0.915  -0.475
O  2.156  0.874  -1.302
O  1.489  -0.990  0.443
O  -0.937  -0.199  0.838
O  -2.630  0.896  -0.618
C  3.146  -0.009  -0.909
C  -0.553  -1.342  1.551
C  0.586  -2.019  0.811
C  2.546  -1.334  -0.447
C  -2.633  0.683  0.764
C  -1.700  2.597  -1.332
H  -3.697  1.131  -0.069
H  0.214  -2.520  -0.098
H  -1.388  -2.054  1.658
H  -2.124  3.258  -0.555
H  -0.205  -1.023  2.551
H  2.121  -1.886  -1.304
H  3.279  -1.976  0.066
H  -1.014  3.342  -1.766
H  -2.175  2.350  -2.299
H  -2.183  1.498  1.351
H  3.863  -0.239  -1.723
H  -3.412  0.411  1.488
H  1.088  -2.764  1.448
H  3.753  0.400  -0.072

[8]
ORCA calculation (the ωB97M-V functional and the def2-TZVPD basis) on 2 unconnected molecules or ions with the total composition C26H30N4O2S.

## Properties
Molecular weight, g mol⁻¹: 462.62
Maximum force, eV/Å: 2.3
DFT total energy, Eh: -1776.39609
Spin multiplicity: 1
Kohn-Sham gap, eV: 3.62
HOMO, eV: -6.32

Geometry (Å):
S  -1.362  -5.669  7.372
O  -5.145  -4.395  4.505
O  -1.141  -5.366  2.452
N  -1.284  -5.486  4.743
N  0.350  -1.239  3.468
N  -0.962  -3.847  -3.744
N  -3.323  -4.900  5.805
C  -0.443  0.300  5.352
C  -1.483  -1.051  2.157
C  -3.168  -4.817  3.398
C  -1.786  -4.956  -4.231
C  -0.544  -0.395  4.146
C  -2.024  -1.768  -0.188
C  -1.826  -5.223  3.466
C  -2.021  -5.329  5.894
C  -1.161  -3.748  -1.278
C  -1.490  -3.078  -0.134
C  -1.869  -1.860  -2.602
C  -0.217  -1.633  2.285
C  -3.949  -4.687  4.559
C  -2.768  0.530  3.780
C  -2.239  -1.200  -1.466
C  0.444  -3.984  -4.134
C  0.053  -6.077  4.775
C  -4.882  -5.969  7.376
C  -4.157  -4.703  6.991
C  -1.323  -3.153  -2.542
C  -2.656  1.196  4.976
C  -2.277  -1.005  0.983
C  -0.027  -7.584  4.730
C  1.723  -1.541  3.856
C  -1.499  1.082  5.755
C  -1.701  -0.274  3.356
H  -3.654  0.611  3.173
H  -1.437  1.622  6.684
H  -1.827  -4.940  -5.318
H  -1.962  -1.385  -3.562
H  -2.998  -0.208  0.912
H  -4.865  -3.896  6.766
H  -0.599  -7.962  5.579
H  2.411  -1.134  3.118
H  -0.771  -4.748  -1.227
H  -5.511  -6.312  6.554
H  0.956  -8.059  4.742
H  0.539  -3.901  -5.215
H  0.302  -2.200  1.533
H  0.457  0.231  5.933
H  1.048  -3.206  -3.670
H  1.961  -1.113  4.826
H  -1.361  -5.906  -3.912
H  -1.392  -3.568  0.821
H  -0.543  -7.904  3.824
H  -2.646  -0.207  -1.524
H  -3.468  1.820  5.313
H  0.607  -5.678  3.918
H  -3.517  -4.344  7.802
H  0.572  -5.734  5.675
H  -2.800  -4.878  -3.842
H  -4.171  -6.766  7.598
H  1.866  -2.618  3.905
H  -3.600  -4.608  2.437
H  -5.518  -5.833  8.252
H  0.825  -4.956  -3.825

[9]
ORCA calculation (the ωB97M-V functional and the def2-TZVPD basis) on a molecular structure, C53H41BrFN7O4PbS3.

## Properties
Molecular weight, g mol⁻¹: 1242.26
Maximum force, eV/Å: 0.9
DFT total energy, Eh: -6789.99926
Spin multiplicity: 1
Kohn-Sham gap, eV: 6.25
HOMO, eV: -6.62

Geometry (Å):
Pb  -0.086  -0.170  0.279
Br  2.425  4.577  5.458
S  0.565  6.990  -2.253
S  -2.017  -2.531  0.317
S  -0.575  -5.004  -3.518
F  -7.109  -0.592  -1.648
O  -0.543  2.035  1.258
O  0.282  -0.376  2.758
O  -1.152  4.019  2.094
O  -2.555  0.755  -0.285
N  -5.043  3.644  1.177
N  1.942  -2.470  -0.074
N  0.679  1.843  -1.514
N  -1.859  -2.282  2.935
N  -3.777  -1.383  1.889
N  0.239  -0.762  -2.418
N  2.408  0.043  0.881
C  -7.459  1.412  -0.475
C  -4.723  1.595  -0.033
C  0.488  5.881  0.047
C  -3.260  1.641  0.208
C  2.493  2.445  3.573
C  0.527  4.217  -1.884
C  2.019  1.304  2.897
C  -5.583  2.582  0.461
C  -0.157  1.152  -5.561
C  5.028  -0.259  -1.756
C  -0.563  -6.191  -4.745
C  0.540  5.556  -1.278
C  1.797  2.994  4.609
C  2.606  -4.387  -1.348
C  -2.814  2.739  1.023
C  -3.719  3.669  1.431
C  -2.129  -1.982  4.330
C  -0.179  -1.286  -5.101
C  -7.899  3.559  0.757
C  -6.589  0.440  -0.957
C  0.619  2.387  5.062
C  -0.038  0.038  -4.662
C  -4.282  -0.402  2.850
C  -0.064  2.414  -5.104
C  4.254  0.273  -0.703
C  4.834  -1.536  -2.191
C  -7.146  4.874  0.930
C  -0.114  -2.331  -4.210
C  0.796  0.669  3.312
C  0.195  0.262  -3.296
C  2.825  0.823  1.808
C  -0.149  -4.238  -5.906
C  2.996  -1.785  -0.593
C  0.192  2.681  -3.715
C  0.510  8.005  -0.876
C  -5.241  0.515  -0.758
C  0.471  7.285  0.275
C  0.782  3.082  -1.087
C  -5.902  4.677  1.786
C  3.827  -2.335  -1.597
C  1.763  -3.715  -0.437
C  -6.219  4.311  3.234
C  0.256  3.990  -3.213
C  0.165  1.247  4.454
C  0.082  -1.992  -2.854
C  3.607  -3.685  -1.951
C  -1.381  2.954  1.500
C  0.362  1.619  -2.812
C  -6.972  2.489  0.233
C  -0.253  -3.732  -4.642
C  -0.324  -5.647  -5.968
C  -2.588  -2.017  1.849
C  3.252  -0.460  -0.114
H  -3.119  -2.334  4.614
H  -1.398  -2.522  4.927
H  0.070  2.829  5.883
H  -3.897  0.598  2.633
H  0.431  7.730  1.261
H  0.075  4.820  -3.889
H  -4.142  -1.266  0.957
H  3.409  2.916  3.231
H  -0.367  -1.468  -6.153
H  -3.346  4.504  2.014
H  -8.325  3.242  1.714
H  -5.299  4.244  3.817
H  -6.842  5.246  -0.051
H  5.782  0.364  -2.221
H  -4.556  -0.227  -1.152
H  0.094  -2.773  -2.095
H  -6.859  5.072  3.686
H  -2.024  -0.919  4.555
H  -6.726  3.346  3.291
H  0.896  -4.219  -0.018
H  3.884  1.113  1.829
H  -8.734  3.688  0.067
H  0.502  9.077  -1.004
H  0.405  5.149  0.846
H  -7.783  5.626  1.396
H  -0.268  -6.225  -6.880
H  2.438  -5.433  -1.569
H  4.245  -4.146  -2.697
H  -4.021  -0.653  3.867
H  -0.738  -7.226  -4.494
H  -5.323  5.599  1.776
H  5.433  -1.950  -2.995
H  -0.756  0.785  4.789
H  -0.895  -2.472  2.713
H  -5.368  -0.383  2.774
H  0.054  -3.624  -6.775
H  -0.175  3.258  -5.775
H  -0.339  0.951  -6.611
H  4.434  1.287  -0.365
H  -8.523  1.316  -0.664
H  1.074  3.202  -0.049

Question: Which of these has the lowest DFT total energy?
Answer: C53H41BrFN7O4PbS3